[1]
The following is a quantum chemistry calculation of a cluster of 2 separate species, C4H10N2O2 in total, from the OMol25 dataset.

Values from the calculation:
Total energy: -418.40822 Eh
E_HOMO: -7.8 eV
Molar mass: 118.14 g mol⁻¹
Lowest unoccupied orbital energy: 0.93 eV
HOMO-LUMO gap: 8.7 eV
SMILES: CC(=O)O.N/C=C/N

The geometry in ORCA input format:
```
! RIJCOSX wB97M-V def2-TZVPD def2/J DEFGRID3
* xyz 0 1
C 0.42 1.08 -2.58
C -0.35 0.11 -1.72
O -0.05 -1.04 -1.56
O -1.42 0.68 -1.14
H 1.34 0.60 -2.90
H -0.15 1.40 -3.45
H 0.63 1.97 -1.99
H -1.66 0.10 -0.37
N 2.15 0.25 2.30
C 1.05 -0.29 1.59
C -0.21 -0.18 1.99
N -1.30 -0.74 1.25
H 2.88 0.57 1.68
H 1.87 1.00 2.91
H 1.32 -0.84 0.70
H -0.46 0.40 2.86
H -2.12 -0.82 1.84
H -1.07 -1.67 0.91
*
```

Results of the natural (NBO) charge analysis, in e, for atoms 1 through 5: -0.72 0.80 -0.63 -0.71 0.23

[2]
The following is a quantum chemistry calculation of a cluster of 3 separate species, C16H30B2N2O4P in total, from the OMol25 dataset.

Values from the calculation:
Total energy: -1429.34629 Eh
E_HOMO: -3.3 eV
Molar mass: 367.02 g mol⁻¹
Lowest unoccupied orbital energy: 2.42 eV
HOMO-LUMO gap: 5.8 eV

The geometry in ORCA input format:
```
! RIJCOSX wB97M-V def2-TZVPD def2/J DEFGRID3
* xyz -1 1
C -0.81 0.15 1.16
C -0.57 0.37 -0.35
C -1.78 -0.06 -1.21
C 0.73 -0.31 -0.78
C 1.05 -0.31 -2.28
C 2.54 -0.58 -2.51
O 2.64 -1.29 -3.70
B 1.42 -2.16 -3.75
B 0.72 -2.23 -5.34
O -0.47 -2.97 -5.58
O 1.18 -1.49 -6.43
P 1.80 -4.00 -3.00
C 0.84 -4.12 -1.42
C 3.51 -3.90 -2.28
O 0.40 -1.36 -2.96
H -0.62 1.07 1.73
H -1.82 -0.19 1.36
H -0.13 -0.60 1.56
H -0.43 1.45 -0.48
H -2.24 0.79 -1.72
H -1.48 -0.78 -1.97
H -2.57 -0.51 -0.60
H 0.76 -1.34 -0.43
H 1.56 0.21 -0.27
H 0.75 0.66 -2.71
H 2.89 -1.19 -1.65
H 3.17 0.32 -2.51
H -1.22 -2.55 -5.15
H 0.51 -0.89 -6.77
H 1.28 -3.50 -0.63
H -0.18 -3.77 -1.60
H 0.81 -5.15 -1.06
H 4.22 -3.65 -3.07
H 3.60 -3.15 -1.49
H 3.78 -4.87 -1.86
N 0.16 3.54 0.94
C -1.17 3.81 1.12
C -1.28 4.71 2.15
C 0.04 4.99 2.60
C 0.90 4.25 1.84
H 0.53 2.90 0.26
H -1.92 3.33 0.51
H -2.20 5.11 2.53
H 0.32 5.65 3.41
H 1.98 4.17 1.86
N -1.94 1.81 4.62
C -2.73 0.80 4.17
C -2.97 -0.06 5.22
C -2.31 0.48 6.35
C -1.68 1.63 5.95
H -1.61 2.57 4.06
H -3.04 0.77 3.14
H -3.55 -0.96 5.17
H -2.28 0.07 7.35
H -1.06 2.33 6.50
*
```

Results of the natural (NBO) charge analysis, in e, for atoms 1 through 5: -0.61 -0.21 -0.63 -0.40 0.08

[3]
The following is a quantum chemistry calculation of a cluster of 2 separate species, C5H11NO in total, from the OMol25 dataset.

Values from the calculation:
Total energy: -326.98240 Eh
E_HOMO: -8.3 eV
Molar mass: 101.15 g mol⁻¹
Lowest unoccupied orbital energy: 1.07 eV
HOMO-LUMO gap: 9.4 eV
SMILES: CCN1C/C1=C/O.[H][H]

The geometry in ORCA input format:
```
! RIJCOSX wB97M-V def2-TZVPD def2/J DEFGRID3
* xyz 0 1
C -1.89 -0.86 -0.73
C -1.50 -0.26 0.61
N -0.12 -0.56 1.02
C 0.62 0.62 1.54
C 0.91 0.04 0.26
C 1.68 -0.31 -0.76
O 1.50 -1.47 -1.45
H -2.95 -0.67 -0.92
H -1.73 -1.94 -0.77
H -1.32 -0.39 -1.54
H -1.65 0.83 0.56
H -2.16 -0.63 1.41
H 0.06 1.55 1.61
H 1.27 0.42 2.38
H 2.48 0.30 -1.15
H 1.01 -2.06 -0.87
H 1.59 2.47 -0.57
H 2.18 2.91 -0.64
*
```

Results of the natural (NBO) charge analysis, in e, for atoms 1 through 5: -0.62 -0.22 -0.42 -0.25 -0.01

[4]
The following is a quantum chemistry calculation of a structure of composition C38H72Br22NO9PS at a distorted geometry, from the OMol25 dataset.

Values from the calculation:
Total energy: -59590.58358 Eh
E_HOMO: -8.7 eV
Molar mass: 2507.92 g mol⁻¹
Lowest unoccupied orbital energy: 0.06 eV
HOMO-LUMO gap: 8.7 eV

The geometry in ORCA input format:
```
! RIJCOSX wB97M-V def2-TZVPD def2/J DEFGRID3
* xyz 0 1
C -2.44 -3.81 8.85
C -1.11 -3.86 8.41
C -0.70 -4.34 6.93
O -0.61 -5.58 6.76
O -0.45 -3.42 5.89
C 0.56 -4.03 5.02
C 1.20 -2.99 3.98
C 0.19 -2.73 2.74
C 1.06 -2.09 1.53
C 0.20 -1.02 0.71
C 0.91 0.40 0.50
C 1.23 0.78 -1.02
O 0.76 -0.06 -2.10
S -0.21 0.98 -3.02
O -0.28 0.33 -4.37
O -1.62 1.21 -2.54
O 0.80 2.30 -2.85
C 1.19 2.36 -1.41
C 0.02 3.27 -0.80
C 0.46 4.20 0.41
O -0.42 5.34 0.63
C -1.77 5.03 0.36
O -2.27 5.31 -0.78
C -2.79 4.38 1.48
C -2.64 2.79 1.64
P 2.96 3.09 -1.58
N 3.71 3.30 -0.01
O 2.75 4.67 -2.26
H -3.25 -4.55 8.53
H -2.75 -2.99 9.57
H -0.23 -3.57 9.09
H 1.40 -4.53 5.62
H 0.01 -4.82 4.39
H 1.38 -1.97 4.46
H 2.19 -3.43 3.62
H -0.58 -1.96 3.14
H -0.34 -3.68 2.42
H 1.44 -2.96 0.88
H 1.96 -1.58 2.02
H -0.16 -1.52 -0.24
H -0.75 -0.82 1.33
H 0.26 1.21 0.99
H 1.90 0.35 1.08
H 2.37 0.59 -1.07
H -0.78 2.55 -0.40
H -0.40 3.90 -1.66
H 0.49 3.58 1.38
H 1.52 4.63 0.31
H -2.66 4.96 2.45
H -3.90 4.60 1.13
H -2.97 2.25 0.70
H -1.57 2.57 1.96
H -3.39 2.48 2.46
H 4.02 2.42 0.42
H 4.53 3.93 -0.16
H 1.79 4.89 -2.27
Br 5.16 7.61 -7.13
C 4.64 5.79 -6.67
C 4.15 5.70 -5.25
Br 5.63 5.75 -3.98
H 5.51 5.16 -6.86
H 3.84 5.53 -7.37
H 3.65 4.75 -5.07
H 3.48 6.51 -4.97
Br 3.16 4.11 -9.98
C 2.64 2.29 -9.51
C 2.15 2.22 -8.08
Br 3.63 2.26 -6.82
H 3.50 1.66 -9.70
H 1.84 2.04 -10.20
H 1.65 1.26 -7.90
H 1.48 3.03 -7.81
Br 1.14 -2.47 11.53
C 2.73 -3.58 11.37
C 3.06 -3.84 9.92
Br 1.88 -5.18 9.14
H 2.54 -4.49 11.93
H 3.52 -3.02 11.85
H 4.07 -4.26 9.83
H 2.99 -2.95 9.29
Br -4.98 -5.14 10.99
C -6.79 -4.79 10.36
C -7.10 -5.60 9.13
Br -6.25 -4.83 7.55
H -6.87 -3.72 10.21
H -7.44 -5.09 11.19
H -8.17 -5.58 8.91
H -6.76 -6.64 9.19
Br 5.48 -2.97 -8.10
C 3.88 -2.01 -7.53
C 2.69 -2.38 -8.38
Br 2.76 -1.50 -10.11
H 4.12 -0.95 -7.56
H 3.73 -2.31 -6.49
H 1.77 -2.03 -7.91
H 2.61 -3.45 -8.56
Br 2.40 -5.39 -6.10
C 1.09 -6.54 -6.97
C 1.61 -7.05 -8.29
Br 1.51 -5.68 -9.67
H 0.17 -5.97 -7.06
H 0.93 -7.37 -6.28
H 0.99 -7.87 -8.66
H 2.65 -7.38 -8.25
Br -0.29 6.02 -3.70
C -1.35 7.43 -2.88
C -2.22 8.12 -3.90
Br -1.19 9.35 -5.00
H -0.65 8.11 -2.39
H -1.95 6.93 -2.13
H -2.97 8.74 -3.40
H -2.72 7.43 -4.57
Br 10.11 -3.16 -4.37
C 9.97 -3.03 -6.31
C 8.71 -3.67 -6.82
Br 8.86 -5.62 -6.83
H 10.88 -3.48 -6.73
H 9.97 -1.96 -6.53
H 8.53 -3.40 -7.86
H 7.83 -3.43 -6.22
Br -7.70 3.91 -1.62
C -6.12 4.34 -2.68
C -4.97 3.44 -2.32
Br -4.14 3.97 -0.63
H -5.91 5.40 -2.52
H -6.43 4.19 -3.71
H -4.17 3.52 -3.07
H -5.25 2.39 -2.22
Br -8.32 -9.16 7.96
C -6.80 -9.20 6.75
C -5.80 -10.25 7.15
Br -4.74 -9.67 8.68
H -6.38 -8.19 6.73
H -7.23 -9.43 5.77
H -5.08 -10.43 6.35
H -6.27 -11.20 7.43
Br -1.63 8.57 3.78
C -3.31 8.38 2.83
C -4.48 8.30 3.78
Br -4.60 6.53 4.59
H -3.22 7.51 2.18
H -3.39 9.28 2.21
H -5.42 8.43 3.25
H -4.43 9.02 4.59
*
```

Results of the Mulliken charge analysis, in e, for atoms 1 through 5: -0.53 0.16 0.60 -0.50 -0.31

Q: Look up the HOMO-LUMO gap of the fourth one.
A: 8.7 eV

Q: Which value of molar mass does entry 3 give?
A: 101.15 g mol⁻¹

Q: Among the records above, which one has the lowest lowest unoccupied orbital energy?
A: C38H72Br22NO9PS

What did the second record say?
The following is a quantum chemistry calculation of a cluster of 3 separate species, C16H30B2N2O4P in total, from the OMol25 dataset.

Values from the calculation:
Total energy: -1429.34629 Eh
E_HOMO: -3.3 eV
Molar mass: 367.02 g mol⁻¹
Lowest unoccupied orbital energy: 2.42 eV
HOMO-LUMO gap: 5.8 eV

The geometry in ORCA input format:
```
! RIJCOSX wB97M-V def2-TZVPD def2/J DEFGRID3
* xyz -1 1
C -0.81 0.15 1.16
C -0.57 0.37 -0.35
C -1.78 -0.06 -1.21
C 0.73 -0.31 -0.78
C 1.05 -0.31 -2.28
C 2.54 -0.58 -2.51
O 2.64 -1.29 -3.70
B 1.42 -2.16 -3.75
B 0.72 -2.23 -5.34
O -0.47 -2.97 -5.58
O 1.18 -1.49 -6.43
P 1.80 -4.00 -3.00
C 0.84 -4.12 -1.42
C 3.51 -3.90 -2.28
O 0.40 -1.36 -2.96
H -0.62 1.07 1.73
H -1.82 -0.19 1.36
H -0.13 -0.60 1.56
H -0.43 1.45 -0.48
H -2.24 0.79 -1.72
H -1.48 -0.78 -1.97
H -2.57 -0.51 -0.60
H 0.76 -1.34 -0.43
H 1.56 0.21 -0.27
H 0.75 0.66 -2.71
H 2.89 -1.19 -1.65
H 3.17 0.32 -2.51
H -1.22 -2.55 -5.15
H 0.51 -0.89 -6.77
H 1.28 -3.50 -0.63
H -0.18 -3.77 -1.60
H 0.81 -5.15 -1.06
H 4.22 -3.65 -3.07
H 3.60 -3.15 -1.49
H 3.78 -4.87 -1.86
N 0.16 3.54 0.94
C -1.17 3.81 1.12
C -1.28 4.71 2.15
C 0.04 4.99 2.60
C 0.90 4.25 1.84
H 0.53 2.90 0.26
H -1.92 3.33 0.51
H -2.20 5.11 2.53
H 0.32 5.65 3.41
H 1.98 4.17 1.86
N -1.94 1.81 4.62
C -2.73 0.80 4.17
C -2.97 -0.06 5.22
C -2.31 0.48 6.35
C -1.68 1.63 5.95
H -1.61 2.57 4.06
H -3.04 0.77 3.14
H -3.55 -0.96 5.17
H -2.28 0.07 7.35
H -1.06 2.33 6.50
*
```

Results of the natural (NBO) charge analysis, in e, for atoms 1 through 5: -0.61 -0.21 -0.63 -0.40 0.08